(1)
DFT (wB97M-V/def2-TZVPD) results for a structure of composition C41H69BHfN6 at a distorted geometry.

Last column: Mulliken charge in e.
Element x y z (Å)
Hf  0.501  -0.200  0.704  2.47
C  2.702  -0.218  5.990  -1.34
C  2.857  -0.168  4.504  0.39
C  4.027  -0.082  3.784  -0.78
C  3.675  -0.025  2.455  -0.73
N  2.294  -0.101  2.336  -0.30
N  1.848  -0.171  3.644  0.33
B  0.397  -0.180  4.023  -1.14
N  -0.273  -1.435  3.531  0.48
N  -0.469  -1.709  2.204  -0.02
C  -1.228  -2.837  2.178  -0.39
C  -1.505  -3.256  3.464  -0.91
C  -0.888  -2.346  4.296  0.57
C  -0.881  -2.336  5.791  -1.34
C  -1.686  -3.467  0.929  1.87
C  -3.220  -3.512  0.902  -1.82
C  -1.191  -2.653  -0.197  -1.04
C  -1.126  -4.895  0.829  -1.89
N  -0.305  1.036  3.454  0.28
N  -0.621  1.127  2.130  0.35
C  -1.493  2.143  2.005  -0.75
C  -1.713  2.724  3.235  -0.94
C  -0.947  1.993  4.136  0.71
C  -0.837  2.185  5.615  -1.38
C  -2.043  2.457  0.678  2.46
C  -3.484  2.966  0.784  -2.07
C  -1.167  3.573  0.086  -1.49
C  -2.023  1.160  -0.134  -0.41
C  4.676  0.149  1.356  2.61
C  4.591  -1.064  0.429  -1.46
C  4.411  1.519  0.693  -1.36
C  6.095  0.190  1.925  -2.32
H  3.687  -0.215  6.450  0.43
H  2.175  -1.118  6.311  0.21
H  2.148  0.645  6.362  0.23
H  5.024  -0.050  4.196  0.70
H  0.297  -0.147  5.212  -0.08
H  -2.084  -4.117  3.767  0.61
H  -1.404  -3.216  6.154  0.41
H  -1.382  -1.452  6.187  0.27
H  0.135  -2.352  6.187  0.21
H  -3.651  -2.515  1.035  0.35
H  -3.601  -4.154  1.698  0.42
H  -3.567  -3.919  -0.053  0.43
H  -1.605  -1.634  -0.164  -0.05
H  -1.504  -3.085  -1.134  1.22
H  -0.082  -2.632  -0.207  -0.13
H  -1.466  -5.504  1.669  0.42
H  -0.031  -4.894  0.835  0.39
H  -1.470  -5.370  -0.094  0.43
H  -2.358  3.559  3.469  0.57
H  -1.335  3.111  5.891  0.43
H  0.204  2.241  5.935  0.25
H  -1.315  1.367  6.157  0.23
H  -3.529  3.914  1.324  0.42
H  -4.126  2.245  1.297  0.40
H  -3.889  3.137  -0.217  0.47
H  -1.178  4.440  0.751  0.57
H  -1.540  3.889  -0.876  0.21
H  -0.125  3.248  -0.028  0.16
H  -2.440  0.338  0.462  0.65
H  -0.995  0.915  -0.489  -2.39
H  -2.617  1.229  -1.047  1.34
H  3.570  -1.320  0.188  0.14
H  5.025  -1.937  0.924  0.61
H  5.141  -0.897  -0.495  0.34
H  3.355  1.697  0.492  0.20
H  4.967  1.623  -0.238  0.34
H  4.738  2.316  1.368  0.51
H  6.342  -0.740  2.443  0.47
H  6.217  1.020  2.626  0.48
H  6.812  0.326  1.113  0.43
C  0.171  1.318  -2.281  -1.28
C  -0.841  1.280  -3.190  1.42
C  -1.340  -0.132  -3.209  0.47
C  -0.580  -0.839  -2.340  -1.45
C  0.501  -0.037  -1.740  0.66
C  1.877  -0.532  -2.255  1.77
C  2.106  -1.967  -1.760  -1.91
C  2.960  0.401  -1.783  -0.74
C  1.938  -0.557  -3.788  -1.74
C  -2.435  -0.824  -4.040  2.00
C  -2.314  -2.349  -3.925  -1.84
C  -2.336  -0.497  -5.554  -1.70
C  -3.812  -0.446  -3.465  -1.65
C  -1.126  2.532  -4.077  1.62
C  -1.228  3.776  -3.207  -1.78
C  0.084  2.691  -5.017  -1.76
C  -2.387  2.539  -4.950  -1.89
H  0.796  2.186  -2.104  0.40
H  -0.590  -1.900  -2.283  0.94
H  1.824  -2.108  -0.698  0.19
H  3.158  -2.251  -1.849  0.54
H  1.527  -2.687  -2.344  0.32
H  3.092  0.317  -0.723  -0.72
H  2.734  1.440  -2.027  0.10
H  3.915  0.159  -2.259  0.64
H  1.130  -1.152  -4.219  0.15
H  2.889  -1.003  -4.103  0.63
H  1.881  0.452  -4.205  0.28
H  -1.338  -2.707  -4.267  0.37
H  -3.079  -2.810  -4.553  0.58
H  -2.489  -2.704  -2.905  0.11
H  -1.364  -0.071  -5.818  0.20
H  -3.115  0.189  -5.872  0.33
H  -2.457  -1.408  -6.142  0.51
H  -3.900  -0.796  -2.429  0.22
H  -4.607  -0.919  -4.051  0.51
H  -3.987  0.630  -3.473  0.15
H  -0.363  3.918  -2.559  0.35
H  -2.133  3.723  -2.596  0.28
H  -1.313  4.658  -3.846  0.62
H  1.008  2.870  -4.458  0.25
H  -0.077  3.537  -5.692  0.51
H  0.221  1.797  -5.632  0.31
H  -3.272  2.172  -4.430  0.12
H  -2.254  1.982  -5.868  0.42
H  -2.594  3.571  -5.238  0.54

The calculation puts the energy above the lowest of the compared OMol25 structures with the same formula, charge and spin at 78.5 kcal/mol. Its spin multiplicity is 1. As for the charge: +2.

***

(2)
DFT (wB97M-V/def2-TZVPD) results for a structure of composition C41H72BCl44F3N3O5P2 at a distorted geometry.

Last column: Mulliken charge in e.
Element x y z (Å)
C  -6.437  2.117  5.637  -0.55
C  -5.832  1.025  4.949  -0.16
C  -5.016  -0.320  4.392  -0.07
C  -3.927  0.163  3.217  0.10
C  -2.872  -1.064  3.013  -1.51
C  -1.903  -0.990  1.691  0.73
P  -3.131  -0.865  0.178  0.42
O  -2.421  -1.571  -1.259  -0.39
Cl  -4.945  -1.964  0.624  -0.20
C  -0.964  -2.307  1.589  0.76
C  -1.598  -3.737  2.041  -0.61
C  -2.597  -4.455  0.961  -0.11
O  -3.892  -4.918  1.547  -0.41
C  -4.770  -5.408  0.441  -0.22
C  -6.364  -5.532  0.898  0.59
F  -7.153  -5.210  -0.345  -0.24
F  -6.766  -4.524  1.911  -0.22
F  -6.652  -6.936  1.272  -0.22
C  0.500  -2.198  2.380  -0.14
C  0.857  -0.652  2.757  0.71
C  2.472  -0.393  3.111  -0.25
C  3.508  -1.023  2.027  0.33
C  5.132  -0.800  2.366  0.08
C  5.322  0.044  3.783  -0.17
C  4.131  0.560  4.763  -0.29
N  2.709  0.326  4.396  -0.27
C  0.327  0.277  1.471  -1.29
Cl  1.011  -0.211  -0.163  0.66
B  0.971  1.793  1.801  0.52
O  1.832  2.434  0.745  -0.31
O  0.717  2.433  3.111  -0.52
C  1.799  3.365  3.463  -0.20
N  -1.153  0.359  1.633  -0.68
P  -2.064  1.473  0.596  0.74
N  -1.211  2.036  -0.850  -0.35
O  -2.249  2.953  1.569  -0.65
H  -6.965  3.041  6.136  0.36
H  -4.511  -0.895  5.276  0.40
H  -5.805  -1.004  3.821  0.23
H  -4.582  0.441  2.291  0.27
H  -3.343  1.072  3.691  0.05
H  -3.529  -2.058  3.080  0.52
H  -2.160  -1.108  3.966  0.13
H  -1.871  -0.865  -1.732  0.27
H  -0.654  -2.428  0.442  0.12
H  -2.126  -3.741  3.106  0.26
H  -0.675  -4.484  2.172  0.07
H  -2.079  -5.443  0.550  0.26
H  -2.844  -3.799  0.025  0.15
H  -4.778  -4.659  -0.488  0.34
H  -4.341  -6.425  0.001  0.05
H  0.445  -2.801  3.408  0.35
H  1.305  -2.760  1.733  -0.93
H  0.207  -0.392  3.725  0.44
H  3.176  -1.597  1.042  -0.10
H  6.002  -1.161  1.674  -0.35
H  6.437  0.294  4.112  0.23
H  4.425  1.124  5.769  0.29
H  2.807  2.221  0.961  0.03
H  1.860  3.370  4.653  0.22
H  1.579  4.470  3.103  0.13
H  2.862  3.066  3.066  -0.06
H  -1.289  0.739  2.623  0.78
H  -1.834  1.956  -1.684  0.40
H  -0.813  3.009  -0.746  0.26
H  -2.274  2.695  2.548  0.31
C  -7.284  3.656  2.252  -0.22
Cl  -8.558  4.575  3.063  -0.19
Cl  -6.702  2.337  3.275  -0.01
H  -7.683  3.238  1.325  0.23
H  -6.451  4.326  2.026  0.09
C  8.988  -1.673  0.548  -0.30
Cl  7.461  -1.998  -0.282  -0.10
Cl  8.720  -1.334  2.262  -0.14
H  9.636  -2.547  0.455  0.30
H  9.467  -0.807  0.084  0.28
C  3.124  -0.195  -3.802  -0.51
Cl  1.851  0.724  -2.991  0.10
Cl  3.707  -1.514  -2.779  -0.20
H  2.725  -0.613  -4.730  0.28
H  3.958  0.475  -4.028  0.26
C  1.331  4.181  -5.273  0.95
Cl  0.301  3.587  -3.964  -0.03
Cl  1.698  2.893  -6.428  -0.20
H  0.812  4.989  -5.795  -0.47
H  2.265  4.556  -4.849  -0.30
C  0.749  -2.804  -4.581  -0.22
Cl  0.035  -2.468  -2.999  0.06
Cl  -0.110  -4.113  -5.402  -0.18
H  0.694  -1.902  -5.195  0.30
H  1.794  -3.094  -4.446  -0.08
C  -4.315  -8.397  -2.308  -0.21
Cl  -2.738  -8.176  -1.540  -0.18
Cl  -5.556  -7.429  -1.503  -0.02
H  -4.248  -8.089  -3.354  0.13
H  -4.594  -9.452  -2.251  0.36
C  1.970  -7.331  -4.387  -0.23
Cl  2.646  -6.177  -3.231  -0.07
Cl  2.743  -8.913  -4.233  -0.17
H  0.899  -7.439  -4.198  0.31
H  2.129  -6.955  -5.400  0.18
C  2.816  -5.749  1.599  -0.17
Cl  3.870  -5.743  3.018  -0.14
Cl  3.022  -4.273  0.647  -0.06
H  3.063  -6.611  0.975  0.39
H  1.776  -5.817  1.928  -0.01
C  -3.008  5.347  -5.704  -0.39
Cl  -3.079  3.581  -5.735  -0.15
Cl  -1.441  5.932  -6.277  -0.04
H  -3.795  5.746  -6.350  0.31
H  -3.164  5.692  -4.679  0.23
C  3.943  4.932  0.152  0.92
Cl  2.669  5.851  0.964  -0.20
Cl  4.525  3.613  1.175  -0.15
H  3.544  4.514  -0.775  0.18
H  4.776  5.602  -0.073  -0.69
C  -2.402  6.308  -10.231  -0.37
Cl  -0.825  6.529  -9.463  -0.07
Cl  -3.643  7.276  -9.425  -0.16
H  -2.335  6.615  -11.277  0.32
H  -2.681  5.253  -10.173  0.27
C  -4.955  0.051  8.512  -0.43
Cl  -3.302  -0.501  8.220  -0.08
Cl  -5.864  0.165  7.000  -0.14
H  -5.456  -0.658  9.176  0.31
H  -4.923  1.037  8.983  0.26
C  3.531  -3.867  -6.578  0.18
Cl  4.207  -2.713  -5.422  -0.11
Cl  4.305  -5.449  -6.424  -0.15
H  2.461  -3.974  -6.389  -0.21
H  3.691  -3.490  -7.592  0.35
C  1.601  8.192  -6.267  -0.43
Cl  1.980  7.271  -4.807  -0.07
Cl  1.319  7.118  -7.642  -0.12
H  0.700  8.786  -6.089  0.28
H  2.439  8.854  -6.498  0.37
C  0.454  -1.517  9.447  -0.39
Cl  2.108  -2.070  9.156  -0.15
Cl  -0.455  -1.404  7.936  -0.05
H  -0.046  -2.227  10.111  0.31
H  0.487  -0.532  9.918  0.29
C  6.635  6.322  3.478  -0.32
Cl  5.716  4.978  4.167  -0.11
Cl  5.558  7.533  2.773  -0.14
H  7.227  6.790  4.269  0.36
H  7.297  5.938  2.699  0.21
C  -6.610  -5.573  -5.108  -0.32
Cl  -5.934  -4.418  -3.952  -0.10
Cl  -5.836  -7.155  -4.954  -0.15
H  -7.681  -5.680  -4.918  0.28
H  -6.450  -5.196  -6.121  0.31
C  -5.038  4.093  -0.912  -0.29
Cl  -6.256  2.815  -1.002  -0.14
Cl  -3.420  3.453  -1.223  -0.06
H  -5.268  4.857  -1.659  0.39
H  -5.059  4.536  0.086  0.15
C  6.150  8.158  -1.416  -0.33
Cl  6.538  6.435  -1.342  -0.17
Cl  4.405  8.423  -1.307  -0.12
H  6.640  8.669  -0.584  0.32
H  6.512  8.564  -2.363  0.32
C  5.879  4.407  -4.505  -0.33
Cl  4.960  3.063  -3.816  -0.06
Cl  4.802  5.619  -5.211  -0.07
H  6.471  4.875  -3.715  0.15
H  6.541  4.023  -5.284  0.32
C  2.112  -7.461  6.432  -0.26
Cl  3.765  -8.014  6.140  -0.14
Cl  1.203  -7.347  4.920  -0.11
H  1.611  -8.171  7.096  0.31
H  2.144  -6.476  6.903  0.21

Its spin multiplicity is 1. As for the charge: +1.

***

(3)
DFT (wB97M-V/def2-TZVPD) results for a cluster of 12 separate species, C41H72NO48S11 in total at a distorted geometry.

Last column: Mulliken charge in e.
Element x y z (Å)
C  -4.761  2.743  2.810  -0.57
C  -4.232  3.891  3.384  -0.11
C  -2.766  3.927  3.634  0.74
O  -2.015  3.278  2.950  -0.53
O  -2.284  4.617  4.692  -0.36
C  -2.708  5.984  4.734  -0.53
C  -1.734  6.897  3.983  -0.36
C  -2.353  8.261  3.656  -1.20
C  -3.080  8.302  2.305  -0.29
C  -2.327  7.606  1.162  0.05
C  -3.162  7.684  -0.147  -0.62
C  -4.092  6.490  -0.213  0.17
C  -5.301  6.437  0.466  -0.95
N  -6.088  5.350  0.370  0.17
C  -5.746  4.293  -0.390  -0.78
C  -4.558  4.273  -1.099  0.45
C  -4.143  3.111  -1.966  -1.36
C  -3.317  2.089  -1.128  0.17
C  -1.927  1.907  -1.705  -1.00
O  -1.309  3.213  -1.889  -0.19
C  0.054  3.095  -1.837  0.73
C  0.804  4.008  -0.902  -0.68
O  0.633  2.311  -2.529  -0.54
C  -3.719  5.388  -0.992  0.00
H  -5.305  2.041  3.440  0.29
H  -4.567  2.553  1.757  0.11
H  -4.825  4.756  3.679  0.31
H  -2.687  6.280  5.784  0.37
H  -3.734  6.138  4.387  0.13
H  -1.308  6.371  3.128  0.31
H  -0.896  7.071  4.663  0.35
H  -1.609  9.049  3.766  0.41
H  -3.102  8.477  4.430  0.44
H  -3.203  9.349  2.006  0.37
H  -4.093  7.891  2.366  -0.04
H  -1.314  7.985  1.014  0.40
H  -2.292  6.540  1.407  0.00
H  -3.754  8.598  -0.227  0.69
H  -2.474  7.607  -0.990  -0.16
H  -5.642  7.259  1.079  0.55
H  -6.955  5.314  0.890  0.34
H  -6.433  3.455  -0.420  0.49
H  -5.044  2.669  -2.396  0.67
H  -3.534  3.524  -2.770  0.67
H  -3.216  2.457  -0.105  -0.31
H  -3.812  1.119  -1.164  0.38
H  -1.325  1.346  -0.996  0.87
H  -1.951  1.360  -2.647  -0.08
H  0.915  5.006  -1.331  0.19
H  0.319  4.062  0.074  0.26
H  1.791  3.563  -0.786  0.14
H  -2.769  5.387  -1.517  0.46
C  0.235  -2.333  0.371  0.34
C  -0.899  -2.728  1.280  -0.37
O  -2.067  -2.112  0.672  -0.24
S  -1.876  -2.087  -0.906  0.73
O  -2.580  -3.177  -1.482  -0.65
O  -2.079  -0.749  -1.368  -0.35
O  -0.325  -2.393  -0.959  -0.17
H  0.555  -1.305  0.560  -0.04
H  1.102  -2.987  0.443  0.26
H  -0.764  -2.373  2.293  0.37
H  -1.043  -3.806  1.291  0.25
C  -2.729  -2.833  6.504  -0.32
C  -4.095  -2.804  5.855  -0.40
O  -3.871  -3.301  4.529  -0.32
S  -2.689  -4.389  4.559  0.97
O  -3.260  -5.684  4.610  -0.59
O  -1.704  -4.034  3.601  -0.26
O  -2.123  -4.030  6.010  -0.29
H  -2.118  -1.984  6.189  0.28
H  -2.781  -2.857  7.589  0.32
H  -4.521  -1.805  5.819  0.31
H  -4.792  -3.478  6.359  0.31
C  0.946  -7.648  3.564  -0.35
C  2.183  -7.742  4.434  -0.42
O  2.672  -6.400  4.513  -0.12
S  1.444  -5.386  4.469  0.91
O  1.104  -5.008  5.792  -0.58
O  1.691  -4.426  3.450  -0.36
O  0.326  -6.418  3.948  -0.26
H  1.210  -7.584  2.506  0.24
H  0.262  -8.479  3.717  0.32
H  2.942  -8.396  4.014  0.37
H  1.938  -8.073  5.447  0.27
C  2.986  -0.182  -1.827  -0.17
C  3.825  1.066  -1.989  -0.42
O  3.958  1.581  -0.654  -0.39
S  3.984  0.357  0.381  1.24
O  5.332  0.054  0.707  -0.61
O  3.010  0.598  1.387  -0.59
O  3.446  -0.771  -0.602  0.07
H  1.926  0.059  -1.717  0.00
H  3.115  -0.880  -2.651  0.39
H  3.358  1.803  -2.637  0.35
H  4.822  0.829  -2.364  0.33
C  -3.257  -0.384  -5.234  -0.18
C  -4.404  -0.760  -4.324  0.08
O  -5.556  -0.142  -4.921  -0.35
S  -5.379  -0.114  -6.512  1.08
O  -6.072  -1.218  -7.075  -0.56
O  -5.596  1.212  -6.962  -0.57
O  -3.813  -0.441  -6.555  -0.37
H  -2.916  0.638  -5.050  0.26
H  -2.415  -1.064  -5.146  0.34
H  -4.264  -0.405  -3.306  -0.08
H  -4.564  -1.840  -4.311  0.33
C  -0.154  8.933  -3.230  -0.33
C  0.959  9.939  -3.426  -0.44
O  1.204  10.458  -2.111  -0.31
S  0.946  9.319  -1.023  1.12
O  2.182  8.722  -0.677  -0.56
O  0.051  9.828  -0.046  -0.53
O  0.146  8.297  -1.978  -0.18
H  -1.125  9.425  -3.142  0.27
H  -0.193  8.195  -4.028  0.35
H  0.684  10.741  -4.105  0.32
H  1.874  9.461  -3.780  0.31
C  6.270  -5.880  8.759  -0.36
C  6.436  -7.359  8.484  -0.39
O  5.507  -7.632  7.426  -0.34
S  5.382  -6.341  6.478  1.10
O  6.227  -6.515  5.352  -0.62
O  4.009  -6.026  6.332  -0.37
O  6.076  -5.291  7.469  -0.24
H  5.382  -5.682  9.363  0.28
H  7.141  -5.446  9.244  0.32
H  6.214  -7.976  9.351  0.32
H  7.441  -7.587  8.123  0.30
C  5.300  -1.578  4.233  -0.25
C  6.142  -0.331  4.085  -0.18
O  6.280  0.173  5.423  -0.34
S  6.306  -1.055  6.453  1.07
O  7.654  -1.363  6.773  -0.56
O  5.338  -0.812  7.461  -0.56
O  5.759  -2.179  5.454  -0.15
H  4.242  -1.335  4.347  0.24
H  5.424  -2.266  3.402  0.23
H  5.680  0.413  3.444  0.16
H  7.139  -0.566  3.707  0.32
C  -5.574  -2.774  -9.613  -0.09
C  -6.848  -2.631  -10.413  -0.33
O  -6.524  -3.171  -11.702  -0.32
S  -5.461  -4.360  -11.534  1.10
O  -6.149  -5.599  -11.539  -0.53
O  -4.368  -4.106  -12.399  -0.54
O  -5.026  -4.035  -10.026  -0.33
H  -4.856  -1.990  -9.863  0.24
H  -5.753  -2.771  -8.547  0.23
H  -7.172  -1.598  -10.504  0.29
H  -7.657  -3.228  -9.986  0.34
C  4.501  -5.955  -0.979  -0.40
C  4.064  -5.498  -2.352  0.37
O  3.317  -4.290  -2.108  -0.32
S  3.937  -3.533  -0.841  1.06
O  4.860  -2.577  -1.326  -0.61
O  2.888  -3.246  0.071  -0.65
O  4.818  -4.744  -0.279  -0.34
H  3.690  -6.456  -0.445  0.25
H  5.369  -6.608  -1.014  0.37
H  3.444  -6.232  -2.860  0.37
H  4.923  -5.247  -2.977  -0.40
C  5.590  -4.882  -7.001  -0.32
C  6.925  -5.595  -6.952  -0.36
O  7.706  -4.826  -6.027  -0.32
S  6.754  -4.209  -4.902  1.18
O  6.801  -5.053  -3.759  -0.60
O  6.992  -2.817  -4.821  -0.55
O  5.356  -4.461  -5.648  -0.29
H  5.633  -3.994  -7.633  0.28
H  4.785  -5.528  -7.339  0.31
H  7.415  -5.635  -7.921  0.32
H  6.823  -6.606  -6.554  0.28

The calculation puts the energy above the lowest of the compared OMol25 structures with the same formula, charge and spin at 0.0 kcal/mol. Its spin multiplicity is 1. As for the charge: +1.

***

no.,lowest unoccupied orbital energy (eV),molecular weight (u)
1,-6.917,835.3
2,-2.502,2376.7
3,-3.993,1699.7